{
  "formula": "C22H34N2O3",
  "method": "ωB97M-V/def2-TZVPD",
  "e_homo_ev": -8.575,
  "smiles": "c1ccncc1.c1ccncc1.C1CCOC1.C1CCOC1.C1CCOC1",
  "relative_energy_kcal_mol": 284.4,
  "symbols": ["O", "O", "O", "N", "N", "C", "C", "C", "C", "C", "C", "C", "C", "C", "C", "C", "C", "C", "C", "C", "C", "C", "C", "C", "C", "C", "C", "H", "H", "H", "H", "H", "H", "H", "H", "H", "H", "H", "H", "H", "H", "H", "H", "H", "H", "H", "H", "H", "H", "H", "H", "H", "H", "H", "H", "H", "H", "H", "H", "H", "H"],
  "xyz": [[1.825, -1.426, 0.686], [-0.152, 3.553, 0.086], [0.210, 1.273, -2.963], [-2.920, -2.053, -0.457], [2.236, -2.977, -1.859], [-0.002, -2.420, -2.533], [1.939, -2.252, 1.832], [0.705, 3.573, 1.233], [-2.353, -0.196, 1.018], [-0.512, -2.824, -1.226], [-1.682, -0.176, -1.305], [-0.085, 2.606, 2.186], [1.942, 0.848, -1.565], [1.016, 0.165, -2.573], [-1.745, 0.379, -0.095], [-0.046, -0.945, 2.011], [1.774, -3.424, -0.648], [1.033, 1.760, -0.814], [-2.356, -1.385, -1.483], [0.262, 2.368, -1.977], [-2.985, -1.412, 0.771], [1.124, -1.503, 2.826], [-1.507, 2.687, 1.834], [0.552, -0.836, 0.592], [1.323, -2.445, -2.768], [-1.522, 3.363, 0.440], [0.434, -3.347, -0.286], [-1.849, 3.455, 2.529], [1.592, 2.466, -0.199], [-2.490, -1.914, -2.415], [1.663, -2.065, -3.719], [-1.168, 0.313, -2.119], [-1.564, -2.817, -0.985], [1.509, -3.222, 1.582], [-1.066, 1.182, 0.154], [0.836, 3.249, -2.265], [1.522, -0.260, -3.441], [2.412, 0.176, -0.848], [0.110, -3.703, 0.680], [-0.541, -0.076, 2.444], [0.085, 2.849, 3.235], [-3.451, -1.937, 1.592], [-0.715, -1.943, -3.190], [0.831, 4.567, 1.664], [1.711, 3.233, 0.988], [-2.378, 0.234, 2.009], [2.724, 1.454, -2.022], [-0.758, 2.657, -1.724], [0.206, 1.564, 2.052], [-2.037, 4.323, 0.397], [-0.837, -1.691, 1.938], [1.669, -0.682, 3.291], [0.390, -0.511, -1.992], [2.475, -3.877, 0.039], [-2.015, 1.731, 1.959], [0.333, 1.286, -0.126], [0.713, 0.175, 0.217], [-0.049, -1.346, -0.160], [2.976, -2.404, 2.133], [-2.047, 2.718, -0.266], [0.699, -2.140, 3.603]],
  "mulliken_charge": [-0.47, -0.56, -0.63, -0.72, -0.77, -0.63, -0.51, -0.79, -0.98, -0.03, -0.50, 0.32, -1.50, 1.26, 2.58, -1.17, -0.02, 1.32, -0.91, -0.99, -0.92, -1.00, -0.33, 1.32, -0.52, -0.52, -0.63, 0.50, 0.19, 0.72, 0.63, 1.29, 1.16, 0.16, -1.65, 0.37, 0.43, 0.51, 0.45, 0.30, 0.66, 0.39, 0.16, 0.38, 0.32, 0.70, 0.36, 0.46, -0.55, 0.49, 0.35, 0.31, -1.14, 0.48, -0.28, -0.55, -0.43, -0.04, 0.42, 0.27, 0.46]
}

{
  "formula": "C32H32KN8S",
  "method": "ωB97M-V/def2-TZVPD",
  "e_homo_ev": -3.113,
  "charge": -1,
  "relative_energy_kcal_mol": 6.8,
  "symbols": ["K", "S", "N", "N", "N", "N", "N", "N", "N", "N", "C", "C", "C", "C", "C", "C", "C", "C", "C", "C", "C", "C", "C", "C", "C", "C", "C", "C", "C", "C", "C", "C", "C", "C", "C", "C", "C", "C", "C", "C", "C", "C", "H", "H", "H", "H", "H", "H", "H", "H", "H", "H", "H", "H", "H", "H", "H", "H", "H", "H", "H", "H", "H", "H", "H", "H", "H", "H", "H", "H", "H", "H", "H", "H"],
  "xyz": [[0.231, 0.391, 0.452], [-0.634, 3.075, 2.254], [1.265, -1.943, -0.640], [2.959, 0.196, 1.277], [1.181, 0.252, -2.199], [-1.943, 2.026, 4.275], [1.624, 2.589, -0.906], [0.004, 0.953, 3.916], [1.059, 0.791, 3.083], [-4.051, 1.326, -0.015], [-3.399, -1.080, 0.436], [4.388, -0.599, 3.015], [-2.938, 1.798, -0.820], [1.215, -0.923, -2.822], [1.276, -4.300, -0.296], [5.443, -0.690, 2.125], [1.143, 0.157, -4.954], [3.145, -0.141, 2.559], [3.974, 0.103, 0.435], [1.006, 4.868, -0.556], [-3.659, 0.316, 0.986], [-2.141, -1.356, -0.160], [0.490, 3.799, -2.627], [1.252, -2.992, 0.166], [1.998, 0.012, 3.481], [5.242, -0.331, 0.802], [1.581, 3.671, -0.144], [1.125, 1.379, -2.906], [1.197, -1.010, -4.217], [0.450, 4.929, -1.820], [-0.813, 1.925, 3.525], [-2.097, -2.646, -0.723], [1.085, 2.648, -2.123], [1.300, -4.517, -1.661], [-5.150, 0.900, -0.848], [1.284, -3.426, -2.510], [-3.126, -3.583, -0.684], [-4.320, -3.268, -0.051], [2.021, -0.670, 4.819], [-4.443, -1.999, 0.503], [1.261, -2.143, -1.957], [1.107, 1.375, -4.299], [1.312, -5.521, -2.065], [-1.191, -2.976, -1.236], [-5.495, 1.747, -1.449], [1.222, -1.960, -4.729], [6.413, -1.035, 2.464], [-2.050, 1.410, 5.062], [4.523, -0.858, 4.055], [2.553, -1.621, 4.782], [0.972, 5.705, 0.127], [1.997, 3.573, 0.851], [-5.982, 0.563, -0.225], [-5.371, -1.713, 0.996], [-2.507, 1.008, -1.453], [-3.284, 2.615, -1.462], [1.275, -3.577, -3.578], [-2.164, 2.201, -0.164], [0.029, 3.801, -3.604], [1.082, 2.302, -4.853], [-5.134, -3.982, 0.008], [-0.030, 5.833, -2.174], [1.131, 0.117, -6.036], [2.508, -0.043, 5.574], [-2.565, 2.792, 4.109], [-4.453, 0.289, 1.743], [-2.760, 0.696, 1.479], [-2.989, -4.561, -1.140], [6.033, -0.386, 0.066], [3.751, 0.388, -0.589], [-4.895, 0.072, -1.529], [1.259, -5.120, 0.410], [1.001, -0.836, 5.158], [1.219, -2.784, 1.230]],
  "mulliken_charge": [1.07, -0.47, 0.65, 0.46, 0.67, -0.38, 0.00, -1.17, 0.58, 0.07, 0.69, -0.87, -0.62, 0.62, -0.77, -0.43, -0.78, -0.04, -0.15, -0.62, -0.64, 0.40, -0.94, -0.28, 0.77, -0.90, -0.28, 0.19, -1.06, -0.56, 0.33, -0.51, 0.72, -0.60, -0.98, -0.97, -0.79, -0.58, -1.67, -0.59, 0.48, -0.92, 0.41, 0.12, 0.35, 0.29, 0.40, 0.22, 0.38, 0.43, 0.42, 0.41, 0.31, 0.27, 0.25, 0.36, 0.34, -0.02, 0.37, 0.43, 0.36, 0.39, 0.42, 0.28, 0.19, 0.50, -0.48, 0.36, 0.41, 0.26, 0.28, 0.40, 0.41, 0.39]
}

{
  "formula": "C3H7N3S",
  "method": "ωB97M-V/def2-TZVPD",
  "e_homo_ev": -8.185,
  "smiles": "C/C=N\\N=C\\NS",
  "relative_energy_kcal_mol": 111.1,
  "symbols": ["S", "N", "N", "N", "C", "C", "C", "H", "H", "H", "H", "H", "H", "H"],
  "xyz": [[3.135, 0.785, -0.171], [0.286, -0.327, 0.123], [2.507, -0.888, 0.066], [-0.927, -0.934, -0.101], [-1.847, 1.255, 0.026], [1.215, -1.220, -0.074], [-2.018, -0.229, -0.276], [2.234, 1.619, 0.718], [-0.822, 1.535, 0.183], [-2.892, 1.370, 0.730], [3.335, -1.693, -0.147], [-2.140, 1.735, -0.926], [0.961, -2.209, 0.018], [-3.026, -0.799, -0.170]],
  "mulliken_charge": [-0.15, -0.19, -0.27, -0.49, -0.56, -0.10, -0.13, 0.17, 0.28, 0.18, 0.33, 0.23, 0.40, 0.29]
}

Number 1: gap between HOMO and LUMO 9.01 eV, DFT total energy -1193.55234 hartree. Number 2: gap between HOMO and LUMO 5.28 eV, DFT total energy -2674.81396 hartree. Number 3: gap between HOMO and LUMO 8.55 eV, DFT total energy -680.80520 hartree.